{
  "formula": "C34H36F33N2O7S",
  "method": "ωB97M-V/def2-TZVPD",
  "largest_force_ev_per_a": 5.3,
  "e_homo_ev": -10.76,
  "gap_ev": 6.0,
  "e_tot_ha": -5646.6171,
  "charge": 1,
  "elements": ["O", "S", "O", "F", "C", "C", "C", "C", "C", "C", "C", "N", "C", "C", "C", "C", "C", "C", "C", "O", "N", "H", "H", "H", "H", "H", "H", "H", "H", "H", "H", "H", "H", "H", "H", "H", "H", "H", "H", "H", "H", "C", "C", "C", "F", "F", "F", "F", "O", "C", "C", "F", "F", "F", "F", "H", "H", "H", "H", "C", "C", "C", "F", "F", "F", "F", "O", "C", "C", "F", "F", "F", "F", "H", "H", "H", "H", "C", "C", "C", "F", "F", "F", "F", "O", "C", "C", "F", "F", "F", "F", "H", "H", "H", "H", "C", "C", "C", "F", "F", "F", "F", "O", "C", "C", "F", "F", "F", "F", "H", "H", "H", "H"],
  "coordinates": [[3.276870, 2.829505, 4.691998], [2.577104, 1.508611, 4.764162], [3.253959, 0.471125, 5.594940], [1.049666, 1.835050, 5.440984], [2.181862, 0.901764, 3.022515], [3.455517, 0.900299, 2.006328], [2.738124, 1.353737, 0.631281], [1.732720, 2.464320, 1.216947], [1.059594, 3.776642, 0.588410], [-0.541045, 3.825062, 0.689467], [-1.093924, 4.477225, 2.077730], [-1.666949, 3.380520, 2.913960], [-3.161735, 3.334837, 2.884291], [-3.555329, 1.851213, 2.356514], [-4.040683, 1.739300, 0.891229], [-4.411829, 0.319276, 0.354576], [-4.309086, -0.934143, 1.293925], [-3.803932, -0.820116, 2.756541], [-3.438145, 0.590439, 3.291330], [-2.995935, 0.809634, 4.638846], [1.474201, 2.129562, 2.476288], [1.605369, -0.081933, 3.010988], [4.307357, 1.630638, 2.253864], [3.800145, -0.183600, 1.918433], [3.370253, 1.574674, -0.287669], [2.063479, 0.437077, 0.419859], [1.440913, 3.904258, -0.476554], [1.453587, 4.667893, 1.214226], [-1.041478, 2.807618, 0.555793], [-0.896999, 4.547844, -0.142055], [-1.857632, 5.300240, 1.824258], [-0.222451, 4.972539, 2.658511], [-1.286460, 3.365553, 3.867817], [-3.568098, 3.509801, 3.952937], [-3.646354, 4.130270, 2.225886], [-4.115679, 2.663913, 0.233244], [-4.770757, 0.160407, -0.723180], [-4.602609, -1.955584, 0.894180], [-3.700797, -1.746108, 3.424607], [-2.011264, 0.725051, 4.620530], [0.844600, 2.687780, 3.071892], [-2.629966, -7.009652, 1.230346], [-2.082508, -7.642563, -0.066466], [-0.833844, -6.985693, -0.658312], [-1.037666, -5.700564, -1.007820], [-0.454999, -7.631152, -1.790441], [-3.079925, -7.706460, -0.979913], [-1.764194, -8.936656, 0.230404], [-3.723718, -6.089657, 1.096907], [-3.410551, -4.745744, 0.798313], [-3.949866, -4.304326, -0.568200], [-3.461351, -5.065869, -1.568679], [-3.587709, -3.022829, -0.844953], [-2.083420, -4.552407, 0.930678], [-3.989743, -4.005517, 1.778088], [-3.051713, -7.834439, 1.812128], [-1.835334, -6.605486, 1.863688], [0.004271, -7.026788, 0.042983], [-5.040187, -4.368311, -0.598363], [2.981929, 3.592953, -4.481108], [2.557066, 4.050265, -5.892726], [1.501810, 5.156612, -5.950491], [0.335358, 4.792165, -5.382342], [1.216219, 5.465326, -7.239503], [2.168718, 2.967228, -6.607068], [3.679887, 4.520860, -6.508432], [2.356392, 2.407039, -3.963968], [1.102789, 2.555960, -3.332642], [-0.024500, 1.831389, -4.074603], [-0.156977, 2.275596, -5.341451], [-1.216519, 2.040896, -3.462626], [0.852680, 3.865503, -3.136417], [1.245518, 2.017293, -2.092574], [4.038137, 3.319055, -4.559300], [2.963703, 4.410901, -3.755448], [1.857295, 6.068192, -5.461920], [0.159594, 0.755076, -4.112504], [5.176064, -1.193872, 9.103662], [6.359351, -1.461362, 8.149551], [6.003967, -2.085824, 6.798957], [5.430015, -3.296735, 6.922124], [7.125548, -2.271351, 6.054743], [7.289147, -2.200256, 8.798953], [6.947770, -0.252851, 7.901820], [4.926844, -2.169656, 10.124485], [4.142506, -3.291531, 9.772105], [4.922273, -4.607136, 9.858885], [6.005931, -4.603157, 9.052510], [4.150042, -5.650517, 9.466434], [3.581591, -3.087666, 8.563152], [3.117757, -3.318813, 10.655014], [5.440041, -0.291573, 9.663106], [4.261259, -0.926302, 8.567098], [5.331664, -1.438024, 6.229121], [5.262703, -4.793039, 10.880038], [-1.782304, 1.626165, -9.046705], [-3.095280, 2.429339, -9.159260], [-4.080611, 2.269826, -7.999760], [-4.509477, 1.002587, -7.852112], [-5.189328, 3.022828, -8.218048], [-3.685823, 2.143703, -10.343628], [-2.746131, 3.748791, -9.224336], [-1.722863, 0.378627, -9.752101], [-2.256450, -0.758774, -9.104877], [-3.464959, -1.344260, -9.841905], [-4.463942, -0.443846, -9.963533], [-3.975678, -2.401750, -9.163646], [-2.515243, -0.463656, -7.815131], [-1.259004, -1.673554, -9.081669], [-1.012746, 2.237067, -9.527793], [-1.443292, 1.524305, -8.011786], [-3.636704, 2.599117, -7.055966], [-3.187459, -1.677240, -10.844596]],
  "atomic_forces_ev_per_a": [[-2.8, -3.6, -0.5], [3.8, 1.0, 3.6], [-2.7, 2.4, -2.8], [2.3, -0.8, -1.7], [0.6, 1.8, -0.9], [-0.1, -0.7, -0.2], [-1.5, -0.5, 1.4], [-0.1, -0.2, 0.4], [0.7, -0.3, 0.5], [-0.5, 1.1, -0.1], [0.9, -0.4, -0.1], [0.0, 1.4, -0.2], [-0.8, -2.0, 0.9], [-1.2, -1.7, -1.2], [0.3, -3.9, 2.5], [1.0, 0.1, 3.4], [0.9, 3.4, 1.0], [-0.2, 3.3, -2.0], [-1.0, -0.1, -3.5], [0.5, -0.5, -2.1], [0.0, -0.3, -1.5], [0.5, 1.5, 0.2], [-1.4, -1.2, 0.1], [-0.1, 1.7, 0.1], [-0.9, 0.0, 1.5], [0.8, 1.6, -0.2], [-0.6, -0.4, 1.5], [-0.4, -1.5, -1.0], [0.8, 1.4, 0.1], [0.8, -1.4, 1.1], [1.1, -1.3, 0.5], [-1.3, -0.6, -1.0], [-0.7, 0.5, -0.5], [0.5, -0.5, -1.7], [0.9, -1.1, 0.7], [0.1, -1.4, 1.0], [0.6, 0.4, 1.9], [0.5, 1.8, 0.7], [-0.2, 1.7, -1.1], [-1.2, 0.0, 0.1], [0.0, -0.4, -0.5], [-0.3, -0.3, 0.7], [-1.0, 0.0, 0.0], [0.7, -0.3, -0.5], [-0.1, 0.0, 0.1], [-0.2, -0.2, 0.2], [0.3, 0.2, 0.0], [0.4, 0.3, 0.1], [0.8, 1.0, -1.0], [0.3, -1.5, 1.4], [-0.4, 0.0, -0.9], [-0.1, 0.0, 0.4], [0.1, -0.1, 0.4], [-0.2, 0.5, -0.3], [-0.2, 0.1, -0.5], [-0.1, 0.1, -0.3], [0.0, 0.1, -0.3], [-0.1, -0.1, 0.1], [0.0, 0.0, 0.3], [0.8, -0.2, 0.3], [0.1, -0.9, -0.1], [-0.3, 0.8, -0.7], [0.1, -0.1, 0.1], [0.3, -0.2, 0.1], [-0.2, 0.2, 0.1], [-0.3, 0.3, 0.3], [-1.5, 0.5, 0.0], [1.9, 0.7, -0.4], [-0.7, -0.6, -0.5], [0.3, 0.0, 0.3], [0.4, 0.1, 0.3], [-0.5, -0.3, 0.3], [-0.3, -0.3, 0.0], [-0.2, -0.1, -0.2], [-0.3, 0.0, -0.2], [0.1, -0.1, 0.1], [0.2, 0.0, 0.2], [-0.3, 0.5, 0.6], [0.2, -0.2, 1.0], [0.3, -0.1, -0.8], [0.0, 0.1, 0.1], [0.1, 0.3, 0.2], [-0.2, -0.1, -0.3], [-0.4, -0.1, -0.4], [-0.1, -1.0, -1.1], [-0.2, 1.9, 0.2], [0.5, -0.8, 0.1], [-0.2, 0.3, 0.1], [-0.2, 0.4, 0.1], [-0.1, -0.5, 0.1], [0.3, -0.4, 0.0], [0.2, -0.2, 0.0], [0.2, -0.3, -0.1], [0.0, 0.1, 0.2], [-0.1, 0.2, 0.1], [0.8, 0.0, -0.2], [0.3, -0.4, -0.9], [-0.7, 0.4, 0.4], [0.1, 0.0, -0.1], [0.3, 0.1, -0.2], [-0.1, 0.0, 0.3], [-0.1, -0.1, 0.5], [-1.2, -0.5, 0.8], [1.4, 1.3, 0.2], [-0.7, -0.3, -0.5], [0.4, 0.0, 0.0], [0.4, 0.1, 0.2], [-0.2, -0.5, -0.1], [-0.4, -0.1, -0.3], [-0.3, -0.1, -0.1], [-0.3, -0.1, 0.0], [0.2, 0.0, -0.1], [0.2, 0.0, 0.1]]
}

{
  "formula": "C32H65N5O11",
  "method": "ωB97M-V/def2-TZVPD",
  "largest_force_ev_per_a": 9.5,
  "e_homo_ev": -8.47,
  "gap_ev": 8.8,
  "smiles": "CCOCC[C@@]1(CCCCCCCCOC(C)=O)COC(=O)O1.CNC(C)=O.CNC(C)=O.CNC(C)=O.CNC(C)=O.CNC(C)=O",
  "e_tot_ha": -2359.4233,
  "elements": ["C", "C", "O", "C", "C", "C", "C", "C", "C", "C", "C", "C", "C", "C", "O", "C", "C", "O", "C", "O", "C", "O", "O", "H", "H", "H", "H", "H", "H", "H", "H", "H", "H", "H", "H", "H", "H", "H", "H", "H", "H", "H", "H", "H", "H", "H", "H", "H", "H", "H", "H", "H", "H", "C", "N", "C", "C", "O", "H", "H", "H", "H", "H", "H", "H", "C", "N", "C", "C", "O", "H", "H", "H", "H", "H", "H", "H", "C", "N", "C", "C", "O", "H", "H", "H", "H", "H", "H", "H", "C", "N", "C", "C", "O", "H", "H", "H", "H", "H", "H", "H", "C", "N", "C", "C", "O", "H", "H", "H", "H", "H", "H", "H"],
  "coordinates": [[0.961733, -3.850333, -0.060788], [-0.484272, -3.227261, -0.614110], [-0.132875, -2.268501, -1.673163], [-1.248745, -1.365397, -1.993320], [-1.312108, 0.009928, -1.104766], [0.107146, 0.470920, -0.427247], [1.187272, 1.358928, -1.287103], [1.741582, 0.621773, -2.655741], [2.674821, -0.687884, -2.339551], [2.969502, -1.661789, -3.624817], [1.706773, -1.863893, -4.650444], [2.213805, -2.830408, -5.873297], [2.261823, -4.431931, -5.520452], [1.242671, -4.911210, -4.328728], [-0.129107, -4.862499, -4.857966], [-0.984166, -5.922337, -4.301377], [-2.447530, -5.490838, -3.616863], [-0.731107, -7.239763, -4.323363], [-0.424077, 1.608158, 0.678408], [0.646540, 1.669026, 1.685506], [1.050525, 0.261050, 1.870924], [1.567508, -0.301497, 2.969600], [0.769056, -0.419297, 0.563320], [0.847104, -4.458464, 0.936906], [1.372242, -4.570044, -0.919314], [1.739381, -2.960720, 0.036763], [-1.048749, -2.724450, 0.294691], [-1.104675, -4.103246, -1.113134], [-1.237204, -1.173414, -3.170172], [-2.272304, -1.943260, -1.784700], [-1.737391, 0.857263, -1.827051], [-2.101216, -0.157683, -0.236278], [0.614686, 2.345710, -1.638510], [2.074173, 1.754257, -0.602934], [0.805566, 0.419658, -3.328053], [2.445425, 1.423687, -3.188752], [3.737157, -0.265429, -1.995306], [2.274178, -1.291304, -1.395042], [3.247725, -2.745608, -3.219931], [3.929709, -1.248303, -4.191525], [0.699512, -2.180883, -4.146366], [1.502458, -0.793395, -5.137746], [1.631021, -2.607812, -6.891062], [3.340691, -2.510409, -6.103418], [1.918120, -5.007656, -6.507750], [3.354378, -4.834856, -5.290169], [1.361867, -4.290727, -3.315858], [1.561881, -6.021975, -4.040993], [-2.645504, -6.067639, -2.598628], [-3.266271, -5.902823, -4.381193], [-2.585451, -4.331568, -3.525556], [-0.665505, 2.628438, 0.135829], [-1.431918, 1.333210, 1.239316], [-3.069846, 5.340348, 3.660292], [-2.518220, 4.622919, 2.535340], [-2.352116, 5.062988, 1.255412], [-2.783510, 6.465414, 0.929384], [-1.862117, 4.317459, 0.411288], [-2.308659, 5.379621, 4.443245], [-3.934850, 4.782428, 4.026745], [-3.375047, 6.353988, 3.398579], [-2.204646, 3.669750, 2.677521], [-2.588822, 6.671985, -0.127070], [-3.855614, 6.578926, 1.111301], [-2.216594, 7.180840, 1.531114], [3.936204, -1.039912, 7.162932], [2.656117, -0.751377, 7.765125], [1.418244, -0.856072, 7.202827], [1.327307, -1.327661, 5.778565], [0.421676, -0.568133, 7.860403], [4.424242, -1.814539, 7.759368], [4.538328, -0.128719, 7.194032], [3.843731, -1.379752, 6.130912], [2.636362, -0.427975, 8.725382], [0.278299, -1.360111, 5.470019], [1.859275, -0.635314, 5.120499], [1.744318, -2.334446, 5.690293], [-1.126531, 5.896436, -4.199850], [-0.631696, 4.641440, -3.685426], [-1.192802, 3.404012, -3.801179], [-2.490048, 3.284305, -4.550856], [-0.636130, 2.430909, -3.299537], [-0.369491, 6.309619, -4.870770], [-1.269225, 6.575779, -3.356094], [-2.067612, 5.783385, -4.739010], [0.239633, 4.641875, -3.167874], [-2.812987, 2.239166, -4.558999], [-3.263084, 3.880490, -4.058551], [-2.356249, 3.612259, -5.585192], [6.318889, -6.101429, 5.893816], [6.305095, -4.960665, 6.778677], [6.190178, -3.642030, 6.450862], [6.058727, -3.284820, 4.996795], [6.196222, -2.789462, 7.334916], [5.488975, -6.755671, 6.171622], [7.261751, -6.633388, 6.041537], [6.222315, -5.816550, 4.845662], [6.389428, -5.122081, 7.775626], [5.976214, -2.198995, 4.892650], [6.943918, -3.617799, 4.448207], [5.157147, -3.741074, 4.579308], [-8.497614, 4.951206, -0.164412], [-7.191199, 5.563449, -0.218709], [-5.988266, 4.962324, -0.444690], [-5.972922, 3.476503, -0.671168], [-4.961235, 5.635735, -0.458320], [-9.122210, 5.417239, -0.930348], [-8.925428, 5.152515, 0.820597], [-8.460017, 3.874271, -0.331470], [-7.120830, 6.564222, -0.075267], [-4.944667, 3.142172, -0.837249], [-6.365902, 2.959844, 0.208614], [-6.564267, 3.226652, -1.556151]],
  "atomic_forces_ev_per_a": [[-0.1, 0.2, -1.3], [1.1, -0.8, 0.6], [-1.9, 0.3, 0.9], [-1.2, -0.5, -0.5], [0.1, -1.0, -0.3], [-1.0, 4.0, 2.3], [0.0, 0.2, -0.9], [0.5, 0.6, 0.6], [0.7, 0.2, 0.6], [-0.3, -0.6, 0.6], [0.9, 1.3, -1.0], [0.8, 0.4, -0.2], [-0.7, -0.5, -0.6], [2.3, -0.9, 0.3], [-1.3, -2.7, 2.4], [0.2, -5.1, 0.4], [-0.1, -0.2, -1.2], [-0.8, 8.5, -0.1], [-1.1, 0.3, -1.2], [0.1, -3.8, 0.2], [1.0, -1.0, 2.0], [-3.4, 3.9, -8.0], [0.3, 0.9, 2.5], [0.2, 1.3, -2.0], [-0.8, 1.5, 2.0], [-1.8, -1.9, 0.1], [1.0, -0.9, -2.0], [1.0, 1.8, 1.2], [0.3, -0.2, 2.6], [2.0, 1.1, -0.5], [1.3, -1.6, 1.8], [1.8, 0.4, -1.7], [1.2, -2.5, 0.8], [-1.8, -1.3, -1.2], [1.9, 0.2, 1.3], [-1.7, -1.7, 0.9], [-2.2, -0.9, -0.7], [0.6, 1.3, -2.3], [-0.4, 2.3, -0.8], [-2.2, -0.9, 0.9], [2.1, 0.3, -0.8], [0.4, -2.3, 1.0], [1.0, -0.7, 2.4], [-2.4, -0.6, 0.5], [0.7, 1.1, 2.2], [-2.3, 1.1, -0.2], [-0.6, -1.0, -2.4], [-1.0, 2.2, -0.8], [0.9, 1.3, -2.3], [1.8, 0.9, 1.6], [0.4, -2.3, -0.1], [1.1, -2.0, 1.6], [2.1, 0.1, -1.1], [0.1, -0.4, 0.2], [0.1, 0.1, -0.7], [0.1, -0.4, -0.2], [0.2, 0.3, 0.1], [-0.2, 0.3, 0.1], [-0.2, 0.2, 0.1], [0.0, 0.3, 0.2], [0.1, -0.2, -0.1], [0.0, 0.2, 0.0], [-0.1, -0.2, 0.3], [0.3, 0.1, 0.0], [-0.1, 0.0, 0.1], [0.1, 0.0, 0.7], [-0.9, 0.1, -0.3], [-0.2, 0.2, 0.7], [-0.1, 0.0, -0.1], [0.2, -0.1, -0.2], [0.1, 0.3, -0.4], [0.2, -0.2, -0.2], [-0.1, 0.1, 0.2], [0.0, -0.1, -0.3], [0.3, 0.1, 0.2], [0.0, -0.3, 0.1], [0.1, 0.1, -0.1], [0.4, 0.1, 0.2], [-0.2, -0.9, -0.1], [0.6, 0.1, 0.4], [-0.2, -0.2, -0.1], [-0.5, 0.3, -0.5], [-0.2, 0.2, -0.1], [-0.2, 0.2, -0.2], [0.2, -0.1, 0.1], [-0.2, 0.0, -0.1], [0.2, 0.2, 0.1], [0.0, 0.1, -0.2], [-0.2, 0.1, 0.1], [0.0, -0.2, 0.4], [-0.1, 0.6, -0.1], [0.1, 0.2, 0.8], [0.0, 0.2, -0.2], [0.3, -0.5, -0.5], [0.1, -0.2, -0.3], [-0.1, -0.2, -0.3], [0.0, 0.0, 0.2], [0.0, 0.0, -0.3], [0.0, -0.3, 0.2], [-0.2, -0.1, -0.1], [0.2, 0.0, -0.1], [-0.1, 0.4, 0.1], [0.7, -0.2, -0.1], [0.3, 0.7, 0.0], [0.2, -0.2, -0.1], [-0.7, -0.4, -0.2], [-0.2, -0.2, 0.1], [-0.2, -0.2, -0.1], [0.1, 0.2, 0.0], [0.0, -0.3, 0.0], [-0.2, 0.2, 0.1], [-0.1, -0.1, -0.2], [-0.1, -0.1, 0.2]]
}

{
  "formula": "C8H7BrF2",
  "method": "ωB97M-V/def2-TZVPD",
  "largest_force_ev_per_a": 5.7,
  "e_homo_ev": -9.68,
  "gap_ev": 10.2,
  "smiles": "FC[C@](F)(Br)c1ccccc1",
  "e_tot_ha": -3082.7247,
  "elements": ["F", "C", "C", "F", "Br", "C", "C", "C", "C", "C", "C", "H", "H", "H", "H", "H", "H", "H"],
  "coordinates": [[-0.739576, 1.712488, 2.362596], [0.255454, 2.167027, 1.586704], [1.064889, 0.870675, 0.812573], [1.774179, 0.380399, 1.858071], [2.557678, 1.739505, -0.209834], [0.335547, -0.051645, 0.035648], [0.139077, 0.118796, -1.362849], [-0.542528, -0.820078, -2.133217], [-1.077112, -1.900369, -1.484944], [-1.036076, -2.042338, -0.161762], [-0.308007, -1.130477, 0.549615], [1.053875, 2.517557, 2.166891], [-0.130956, 2.947006, 0.762654], [0.707104, 0.966791, -1.616039], [-0.700772, -0.645917, -3.255387], [-1.484997, -2.694319, -1.997619], [-1.632693, -2.842753, 0.368048], [-0.235085, -1.292348, 1.718850]],
  "atomic_forces_ev_per_a": [[-0.6, -0.3, 0.2], [0.2, -0.7, -4.7], [1.0, 4.8, 2.4], [-0.3, -1.4, 0.5], [-0.4, 0.2, 0.0], [-1.9, -1.9, -3.3], [0.4, -0.5, 1.5], [0.5, 2.0, -1.6], [-0.1, 0.0, -1.4], [-0.8, -1.0, 2.5], [0.2, -0.8, 5.6], [0.9, 1.0, 0.9], [0.8, -1.8, 1.9], [0.0, 0.9, -1.8], [0.5, -0.4, 1.9], [-1.2, -1.3, -1.5], [1.1, 0.9, -0.7], [-0.2, 0.3, -2.4]]
}